# 1
15
Properties=species:S:1:pos:R:3 method="wB97M-V/def2-TZVPD" homo_lumo_gap_ev=11.801 e_homo_ev=-15.678 energy_ev=-7829.4141 total_charge=+1
C 0.34703 0.69404 -1.61345
C -0.23657 0.47996 1.59163
C 0.05816 1.58221 0.58447
C 0.89476 0.61050 -0.21806
C -0.64876 0.77363 -0.48997
C -0.15660 -1.95003 -0.16711
N -0.11146 -0.30884 0.35408
H 0.54261 1.58759 -2.19116
H 0.36207 -0.21658 -2.19994
H 0.53379 0.27944 2.33502
H -1.23130 0.47355 2.03670
H 0.15577 2.64843 0.69138
H -0.73851 -1.93792 -1.07407
H 0.87872 -2.23544 -0.27977
H -0.64970 -2.48056 0.64025

=====

# 2
88
Properties=species:S:1:pos:R:3 method="wB97M-V/def2-TZVPD" homo_lumo_gap_ev=1.075 e_homo_ev=-6.148 energy_ev=-185557.3087
C -5.19130 -1.70939 -0.50177
C -4.55643 -0.25928 -0.67821
C -3.10824 -0.26090 -1.41380
C -2.05053 -0.80167 -0.38309
C -0.70590 -1.51916 -0.87257
C -0.01279 -0.31806 -1.66270
C 1.47641 0.04805 -1.23250
F 0.05250 -0.53268 -3.10477
C -0.82922 -2.91165 -1.71180
C -1.91861 -2.94164 -2.91708
O -3.24071 -3.28595 -2.37776
O -4.04314 -3.36139 -3.49873
C 0.44323 -3.51473 -2.44905
C 0.68305 -5.07294 -2.41760
C 1.71541 -5.40931 -3.63824
I -0.99165 -6.40817 -2.70486
O -1.51536 -3.72798 -0.71258
C -0.95333 -3.47149 0.56984
O -1.23584 -4.18111 1.53072
C -0.07578 -2.09203 0.47668
C -0.34617 -1.47527 1.92389
C 0.48571 -0.19235 2.37214
C -0.29948 1.18292 2.19953
O 0.05999 2.02376 3.33416
C -0.32577 3.39261 3.04205
C 1.43536 -2.60969 0.56010
N 1.56819 -4.11685 0.60400
C 2.21554 -4.44156 1.93707
H -4.52888 -2.39025 0.17861
H -5.39787 -2.27235 -1.46320
H -6.21910 -1.62516 0.04845
H -4.53202 0.32002 0.31090
H -5.23927 0.34697 -1.37963
H -3.26848 -0.75092 -2.40638
H -2.90365 0.85713 -1.61424
H -2.63398 -1.37976 0.42428
H -1.68114 0.13652 0.18555
H -0.58127 0.68076 -1.57449
H 1.67535 1.14289 -1.53886
H 1.71117 -0.04420 -0.12710
H 2.26517 -0.57255 -1.80436
H -1.70070 -3.71445 -3.71925
H -1.96283 -1.93665 -3.48882
H -4.04692 -2.48586 -3.95192
H 0.36608 -3.20189 -3.55704
H 1.42692 -3.01386 -2.10605
H 1.23997 -5.47284 -1.49637
H 2.68152 -4.81525 -3.57226
H 1.94357 -6.53072 -3.51315
H 1.15611 -5.31440 -4.62083
H -1.43150 -1.28304 2.20043
H -0.01143 -2.30592 2.65208
H 1.56772 -0.17510 1.97255
H 0.63908 -0.30296 3.51054
H -1.41780 0.97324 2.31343
H -0.07218 1.68456 1.19532
H 0.59952 4.07816 3.05567
H -1.01852 3.76479 3.86690
H -0.87092 3.51517 2.04484
H 1.99243 -2.29025 1.52981
H 2.12539 -2.27926 -0.28893
H 2.32298 -4.35928 -0.06836
H 1.51732 -4.09730 2.76272
H 3.25701 -3.96490 2.02307
H 2.32571 -5.58893 1.94062
Na -5.68844 -2.36119 1.96028
B 3.89405 7.23293 1.93380
O 2.45159 7.29894 1.60571
C 2.18649 6.28260 0.82387
O 1.08401 6.02531 0.35994
C 3.40691 5.50098 0.59323
O 3.48443 4.49097 -0.09464
O 4.41273 6.03427 1.23073
F 4.06887 7.08763 3.33779
F 4.55326 8.39001 1.46958
O 5.01432 11.57293 2.40835
Cl 5.07161 11.94319 1.01020
O 6.40617 11.70310 0.50018
O 4.74672 13.34836 0.86908
O 4.11827 11.15099 0.25989
Li 4.05054 -1.11386 -1.81560
Na -5.44471 0.75021 2.94285
O -4.60609 -5.68970 0.15187
H -3.95235 -5.24214 -0.38859
F 3.16614 -2.67850 3.18711
Na 1.99830 3.20936 0.39859
K -0.97029 3.63075 -0.56239
Br -3.48223 4.06868 1.62059

=====

# 3
98
Properties=species:S:1:pos:R:3 method="wB97M-V/def2-TZVPD" homo_lumo_gap_ev="3.874 / 2.703" e_homo_ev="-13.381 / -13.379" energy_ev=-79751.6707 spin_multiplicity=5 total_charge=+3
Ru -0.68966 0.70691 -0.13883
C 0.63334 -0.70569 4.65057
Si 0.92524 -0.29389 2.81787
C 1.43434 -1.89439 1.88327
C 2.23214 1.08631 2.71407
C -0.71016 0.29991 1.96797
C -1.65046 -0.80029 1.74877
C -2.15786 -1.76359 2.61767
C -2.96536 -2.75879 2.09587
C -3.25086 -2.77399 0.73247
C -2.75106 -1.76459 -0.07023
N -1.98576 -0.80659 0.44347
Si -1.67446 1.79341 2.75917
C -2.15356 1.46921 4.56467
C -3.28106 1.86671 1.70967
C -0.56236 3.34151 2.68227
H 1.58754 -1.01779 5.06317
H -0.07226 -1.51049 4.82327
H 0.30394 0.15721 5.21707
H 2.45824 -1.81669 1.53177
H 0.79134 -2.11819 1.03237
H 1.39484 -2.74619 2.55437
H 3.19824 0.67821 2.43637
H 2.35704 1.53681 3.69237
H 1.98524 1.87541 2.01107
H -1.91266 -1.72179 3.66607
H -3.36526 -3.52609 2.74177
H -3.85626 -3.55309 0.29977
H -2.96916 -1.70919 -1.13033
H -2.49556 0.45841 4.75497
H -2.95986 2.14121 4.84087
H -1.33026 1.67841 5.23747
H -3.96516 1.07721 2.00907
H -3.08966 1.73651 0.63807
H -3.80456 2.80611 1.84587
H 0.23584 3.25531 3.41277
H -1.13476 4.22191 2.95897
H -0.09856 3.49791 1.70957
C 3.33974 -8.46689 -1.95873
C 3.90774 -7.11069 -1.81343
C 5.17394 -6.79549 -2.33083
C 5.71174 -5.54439 -2.16653
C 5.00124 -4.52969 -1.48893
N 5.63414 -3.31749 -1.34543
C 5.26514 -2.02229 -1.00413
O 6.11824 -1.24589 -0.66523
N 3.92604 -1.69509 -1.13563
C 3.39984 -0.42419 -0.93313
C 4.18664 0.72961 -0.83163
C 3.56224 1.94961 -0.65873
C 2.18344 2.00781 -0.52613
N 1.43564 0.90811 -0.58723
C 2.01414 -0.26879 -0.81913
C 3.73694 -4.84209 -0.95623
C 3.21424 -6.10549 -1.11553
H 3.87934 -9.05019 -2.69853
H 2.28214 -8.43009 -2.21313
H 3.40894 -8.99889 -1.00693
H 5.73354 -7.55489 -2.85803
H 6.69124 -5.32509 -2.56643
H 6.64674 -3.36749 -1.44973
H 3.28324 -2.41509 -1.43323
H 5.26144 0.66551 -0.89373
H 4.14774 2.85361 -0.61663
H 1.67334 2.95221 -0.37533
H 1.35014 -1.12209 -0.93483
H 3.20604 -4.12419 -0.34873
H 2.26124 -6.34389 -0.66773
N -0.56896 -1.68889 -5.29043
C -0.98126 -0.43529 -4.63833
C -0.62436 -0.65299 -3.11943
O 0.00074 -1.70369 -2.90873
O -0.99496 0.21451 -2.32353
H -1.35376 -2.24969 -5.62703
H -0.09586 -2.16179 -4.40803
H 0.09464 -1.56429 -6.05683
H -2.04296 -0.22929 -4.75373
H -0.41636 0.42151 -5.00413
C -3.28586 7.04451 1.19997
C -3.49986 5.53621 1.21227
N -2.48536 4.81671 0.44637
C -2.55706 4.07481 -0.64573
S -1.15396 3.09681 -1.02363
N -3.55336 4.03181 -1.51073
C -4.73556 4.88291 -1.59983
C -5.24176 4.95511 -3.03063
H -4.00276 7.50931 1.87117
H -3.42796 7.46591 0.20897
H -2.28816 7.30211 1.54357
H -4.49366 5.28591 0.84907
H -3.41896 5.18001 2.24387
H -1.58036 4.79751 0.90117
H -3.43596 3.39291 -2.29003
H -4.47916 5.88851 -1.26143
H -5.52066 4.46691 -0.95723
H -4.50236 5.39861 -3.69193
H -6.12856 5.58151 -3.05413
H -5.51256 3.97281 -3.40693